{
  "formula": "C12H30BIN2NbO4",
  "method": "ωB97M-V with the def2-TZVPD basis set",
  "symbols": ["C", "C", "O", "C", "C", "C", "C", "C", "Nb", "C", "C", "O", "I", "C", "C", "O", "C", "N", "B", "N", "O", "H", "H", "H", "H", "H", "H", "H", "H", "H", "H", "H", "H", "H", "H", "H", "H", "H", "H", "H", "H", "H", "H", "H", "H", "H", "H", "H", "H", "H", "H"],
  "positions_angstrom": [[-2.923, -1.774, 2.449], [-2.794, -0.538, 3.319], [-1.733, 0.289, 2.884], [-1.055, 0.871, 3.980], [0.146, 1.741, 3.570], [0.416, 2.001, 2.082], [1.351, 0.984, 1.431], [1.622, 1.262, -0.072], [1.215, -0.442, -1.545], [3.408, -0.058, -2.226], [4.496, -0.367, -1.292], [4.536, -0.876, -0.180], [6.523, 0.263, -2.105], [-0.940, -0.706, -0.920], [-2.089, 0.019, -1.604], [-2.160, -0.409, -2.965], [-2.058, 1.556, -1.462], [-1.479, 2.295, -2.566], [1.460, -2.418, -2.823], [0.562, -2.824, -3.901], [2.591, -3.233, -2.647], [-1.960, -2.275, 2.356], [-3.304, -1.537, 1.458], [-3.619, -2.472, 2.921], [-3.734, 0.026, 3.317], [-2.617, -0.854, 4.352], [-0.730, 0.067, 4.648], [-1.766, 1.485, 4.547], [0.020, 2.706, 4.066], [1.045, 1.292, 4.003], [-0.513, 2.116, 1.523], [0.918, 2.973, 2.035], [0.971, -0.021, 1.625], [2.306, 1.054, 1.962], [2.694, 1.472, -0.136], [1.120, 2.182, -0.394], [0.771, 0.489, -3.068], [1.709, -1.654, -0.233], [3.585, -0.661, -3.121], [3.547, 0.979, -2.547], [-1.014, -0.497, 0.152], [-1.144, -1.780, -1.039], [-3.023, -0.301, -1.114], [-3.021, -0.170, -3.305], [-1.489, 1.801, -0.563], [-3.079, 1.909, -1.285], [-1.698, 1.871, -3.451], [-0.482, 2.375, -2.476], [-0.297, -3.204, -3.524], [1.012, -3.588, -4.401], [2.697, -3.421, -1.719]],
  "homo_ev": -4.39,
  "spin_multiplicity": 1,
  "largest_force_ev_per_a": 4.00,
  "total_charge": -1,
  "homo_lumo_gap_ev": 7.0
}

{
  "formula": "C22H36CaO2P2",
  "method": "ωB97M-V with the def2-TZVPD basis set",
  "symbols": ["P", "P", "C", "C", "H", "H", "H", "H", "C", "H", "H", "H", "C", "H", "H", "H", "C", "H", "H", "H", "C", "H", "H", "H", "Ca", "C", "C", "C", "C", "C", "C", "C", "C", "C", "H", "H", "H", "H", "H", "H", "H", "H", "H", "H", "H", "H", "H", "H", "H", "O", "C", "O", "C", "C", "C", "C", "C", "C", "H", "H", "H", "H", "H"],
  "positions_angstrom": [[1.543, -1.804, -1.134], [2.582, 2.660, -1.421], [1.564, -0.089, -1.737], [2.731, 0.781, -1.264], [0.616, 0.336, -1.377], [1.531, -0.132, -2.841], [2.927, 0.629, -0.183], [3.648, 0.519, -1.817], [0.791, 2.846, -1.813], [0.166, 2.648, -0.931], [0.522, 2.151, -2.622], [0.572, 3.871, -2.146], [3.228, 2.911, -3.137], [2.429, 2.877, -3.892], [4.015, 2.176, -3.346], [3.681, 3.911, -3.150], [0.477, -2.921, -2.035], [0.478, -3.894, -1.521], [0.832, -3.068, -3.066], [-0.556, -2.541, -2.050], [3.235, -2.423, -1.122], [3.931, -1.626, -0.832], [3.505, -2.800, -2.117], [3.298, -3.246, -0.396], [-2.388, 0.562, -3.139], [-1.570, 2.177, -4.791], [-2.922, 2.085, -4.905], [-3.634, 1.282, -5.980], [-3.034, -0.140, -6.265], [-2.404, -0.830, -5.075], [-1.093, -0.709, -4.711], [-0.106, 0.141, -5.487], [-0.601, 1.591, -5.806], [1.000, -1.808, 0.585], [-1.126, 2.932, -4.123], [-3.569, 2.755, -4.317], [-3.674, 1.842, -6.937], [-4.696, 1.161, -5.691], [-3.874, -0.781, -6.599], [-2.351, -0.082, -7.132], [-3.048, -1.585, -4.597], [-0.635, -1.452, -4.046], [0.168, -0.360, -6.439], [0.845, 0.210, -4.926], [0.298, 2.235, -5.843], [-1.001, 1.629, -6.834], [0.052, -1.269, 0.693], [1.774, -1.344, 1.218], [0.863, -2.856, 0.906], [-2.542, 1.965, -1.281], [-1.911, 1.109, -0.552], [-1.466, 0.000, -1.088], [-1.667, 1.358, 0.885], [-2.766, 1.615, 1.705], [-2.566, 1.858, 3.065], [-1.272, 1.865, 3.598], [-0.173, 1.596, 2.772], [-0.367, 1.332, 1.412], [-3.759, 1.630, 1.254], [-3.428, 2.048, 3.705], [-1.110, 2.082, 4.654], [0.842, 1.588, 3.174], [0.474, 1.126, 0.743]],
  "homo_ev": [-3.41, -3.07],
  "spin_multiplicity": 1,
  "de_lowest_ev": 2.7646,
  "largest_force_ev_per_a": 3.18,
  "homo_lumo_gap_ev": [3.3, 2.9]
}

{
  "formula": "C39H81F3N7O4S",
  "method": "ωB97M-V with the def2-TZVPD basis set",
  "symbols": ["C", "C", "O", "H", "H", "H", "H", "H", "C", "F", "F", "F", "S", "O", "O", "O", "C", "C", "N", "C", "C", "N", "C", "C", "H", "H", "H", "H", "H", "H", "H", "H", "H", "H", "H", "C", "C", "N", "C", "C", "N", "C", "C", "H", "H", "H", "H", "H", "H", "H", "H", "H", "H", "H", "C", "C", "C", "N", "C", "C", "C", "C", "C", "H", "H", "H", "H", "H", "H", "H", "H", "H", "H", "H", "H", "H", "H", "H", "H", "H", "H", "C", "C", "C", "N", "C", "C", "C", "C", "C", "H", "H", "H", "H", "H", "H", "H", "H", "H", "H", "H", "H", "H", "H", "H", "H", "H", "H", "C", "C", "C", "N", "C", "C", "C", "C", "C", "H", "H", "H", "H", "H", "H", "H", "H", "H", "H", "H", "H", "H", "H", "H", "H", "H", "H"],
  "positions_angstrom": [[4.543, 5.564, -26.102], [5.654, 5.226, -25.132], [6.920, 4.807, -25.583], [3.695, 6.049, -25.618], [4.253, 4.685, -26.677], [4.817, 6.291, -26.866], [5.175, 4.543, -24.430], [5.738, 6.124, -24.520], [0.784, 10.556, -28.306], [-0.451, 11.179, -28.472], [0.895, 10.024, -27.059], [0.790, 9.523, -29.117], [2.251, 11.955, -28.745], [1.852, 12.427, -30.112], [1.983, 13.015, -27.779], [3.556, 11.311, -28.655], [9.696, 10.394, -23.790], [10.831, 9.275, -23.871], [11.521, 9.276, -25.144], [11.013, 9.040, -26.377], [12.018, 9.258, -27.297], [13.117, 9.816, -26.671], [12.844, 9.781, -25.334], [14.171, 10.608, -27.323], [8.813, 10.187, -24.394], [10.085, 11.411, -23.841], [9.252, 10.420, -22.795], [10.470, 8.250, -23.790], [11.487, 9.436, -23.015], [9.990, 8.704, -26.460], [11.972, 9.146, -28.370], [13.467, 10.282, -24.608], [15.116, 10.071, -27.245], [14.399, 11.534, -26.795], [13.851, 10.672, -28.363], [17.346, 0.583, -22.010], [15.995, -0.118, -22.248], [15.225, 0.640, -23.219], [13.920, 1.082, -23.006], [13.527, 1.860, -24.059], [14.451, 1.734, -25.079], [15.475, 0.977, -24.491], [14.339, 2.239, -26.429], [17.997, 0.058, -21.311], [17.077, 1.545, -21.574], [17.953, 0.563, -22.915], [15.393, -0.014, -21.346], [16.133, -1.089, -22.722], [13.355, 0.945, -22.096], [12.585, 2.369, -24.198], [16.417, 0.866, -25.008], [15.196, 1.763, -26.904], [14.432, 3.324, -26.480], [13.462, 1.851, -26.949], [3.505, 3.423, -32.735], [4.571, 4.481, -33.018], [5.767, 4.778, -32.121], [6.890, 5.815, -32.672], [8.030, 5.886, -31.641], [6.198, 7.180, -32.656], [7.044, 7.996, -33.617], [7.361, 7.005, -34.719], [7.368, 5.558, -34.140], [3.265, 3.388, -31.673], [4.047, 2.497, -32.927], [2.576, 3.599, -33.279], [4.030, 5.420, -33.136], [4.816, 4.142, -34.024], [6.359, 3.907, -31.843], [5.376, 5.311, -31.254], [8.722, 6.689, -31.894], [8.578, 4.945, -31.582], [7.476, 6.082, -30.723], [6.111, 7.350, -31.583], [5.276, 7.189, -33.237], [7.930, 8.397, -33.125], [6.494, 8.837, -34.040], [8.373, 6.970, -35.123], [6.630, 7.052, -35.527], [8.222, 4.891, -34.258], [6.454, 5.114, -34.533], [3.911, -1.960, -29.193], [5.319, -1.562, -28.988], [5.510, -1.060, -27.529], [6.967, -1.196, -27.003], [7.871, -0.299, -27.915], [7.585, -2.625, -27.176], [7.688, -3.152, -25.718], [8.029, -1.893, -24.957], [7.081, -0.859, -25.547], [3.598, -2.085, -30.230], [3.246, -1.126, -28.972], [3.664, -2.876, -28.656], [5.752, -0.894, -29.733], [5.966, -2.414, -29.196], [4.969, -1.545, -26.716], [5.228, -0.023, -27.349], [8.837, -0.174, -27.425], [7.404, 0.683, -27.834], [7.866, -0.717, -28.921], [8.551, -2.570, -27.678], [6.938, -3.328, -27.700], [8.471, -3.909, -25.776], [6.731, -3.558, -25.392], [9.077, -1.670, -25.158], [7.901, -1.840, -23.876], [7.430, 0.170, -25.474], [6.114, -1.019, -25.069], [0.029, 2.412, -24.709], [0.090, 3.280, -23.431], [0.944, 2.592, -22.321], [1.069, 3.246, -20.942], [-0.428, 3.671, -20.435], [1.912, 4.542, -20.984], [3.142, 4.236, -20.129], [2.734, 3.162, -19.117], [1.735, 2.277, -19.920], [-0.044, 1.327, -24.635], [0.913, 2.548, -25.333], [-0.770, 2.836, -25.316], [-0.860, 3.705, -23.109], [0.548, 4.247, -23.637], [1.997, 2.596, -22.604], [0.481, 1.620, -22.155], [-1.147, 2.859, -20.542], [-0.854, 4.453, -21.063], [-0.264, 3.899, -19.381], [1.236, 5.296, -20.581], [2.131, 4.917, -21.984], [3.604, 5.071, -19.602], [3.867, 3.825, -20.832], [2.163, 3.594, -18.295], [3.656, 2.761, -18.695], [1.003, 1.583, -19.507], [2.433, 1.673, -20.499]],
  "homo_ev": -9.79,
  "spin_multiplicity": 1,
  "largest_force_ev_per_a": 5.52,
  "total_charge": 3,
  "homo_lumo_gap_ev": 3.7
}